[1]
Density functional theory data (ωB97M-V with the def2-TZVPD basis set) for the molecule C4H7NO.

Its frontier orbital gap is 8.7745 eV. As for the multiplicity: 1. Its energy above the lowest of the compared OMol25 structures with the same formula, charge and spin is 320.2 kJ/mol. As for the SMILES: C/C([O-])=C1\C[NH2+]1. As for the total energy: -7796.326 eV. The lowest unoccupied orbital energy is 0.8 eV.

The geometry in XYZ format:
```
13
Properties=species:S:1:pos:R:3:forces:R:3
C -1.03757 -1.56751 -0.77610 0.0 0.0 0.0
C 0.14219 -0.62483 -0.65895 0.1 -0.1 0.0
O 1.29543 -1.02252 -0.85650 -0.3 0.1 0.0
C -0.15567 0.75348 -0.32288 0.0 -0.1 -0.1
C -0.10309 1.12792 1.10326 0.0 0.1 0.2
N 1.09083 1.35756 0.25464 0.3 0.1 0.0
H -1.98716 -1.02817 -0.78787 0.1 -0.1 0.0
H -1.02951 -2.26581 0.06799 0.0 0.1 -0.1
H -0.94473 -2.16651 -1.68552 0.0 0.1 0.1
H 0.10136 0.40517 1.89814 -0.1 0.1 -0.2
H -0.57995 2.04107 1.46358 0.0 -0.2 -0.1
H 1.34204 2.29951 -0.02074 -0.1 -0.2 0.1
H 1.86581 0.69063 0.32095 -0.1 0.1 0.0
```
Forces are in eV/Å.

=====

[2]
Density functional theory data (ωB97M-V with the def2-TZVPD basis set) for the molecule C4H7NO.

Its frontier orbital gap is 9.7436 eV. As for the multiplicity: 1. Its energy above the lowest of the compared OMol25 structures with the same formula, charge and spin is 505.9 kJ/mol. As for the total energy: -7794.401 eV. The lowest unoccupied orbital energy is 1.0 eV.

The geometry in XYZ format:
```
13
Properties=species:S:1:pos:R:3:forces:R:3
O -1.36418 -0.84840 -1.17516 0.0 -0.2 0.1
C -0.56606 0.22721 -0.78761 0.2 0.2 0.0
C -0.71087 0.69942 0.68464 -0.1 0.1 0.0
C 0.68972 0.12348 0.97956 0.0 0.1 0.5
N 0.79796 -1.24410 0.82265 0.2 0.4 -0.1
C 0.91730 -0.14688 -0.51754 0.0 -0.2 -0.4
H -1.19020 -1.54203 -0.51658 -0.1 0.1 -0.1
H -0.69580 1.01610 -1.53452 0.1 -0.1 0.2
H -1.52870 0.24571 1.25399 0.2 0.1 -0.1
H -0.75918 1.78947 0.76139 0.0 -0.1 0.0
H 1.44213 0.68280 1.54522 -0.1 -0.1 -0.1
H 1.15510 -1.29177 -0.54454 -0.1 -0.1 -0.2
H 1.81279 0.28898 -0.97149 -0.2 -0.1 0.3
```
Forces are in eV/Å.

=====

[3]
Density functional theory data (ωB97M-V with the def2-TZVPD basis set) for a 2-piece molecular cluster, C4H7NO overall.

Its frontier orbital gap (spin up / spin down) is 7.8774 / 7.8933 eV. As for the multiplicity: 1. Its energy above the lowest of the compared OMol25 structures with the same formula, charge and spin is 793.2 kJ/mol. As for the total energy: -7791.424 eV. The lowest unoccupied orbital energy (spin up / spin down) is 0.4 / 0.4 eV.

The geometry in XYZ format:
```
13
Properties=species:S:1:pos:R:3:forces:R:3
C -1.72182 -0.26747 -0.07258 -0.5 0.0 0.3
N -1.81939 0.98085 0.49787 0.0 0.0 0.3
C -0.59172 0.76666 -0.33213 0.3 0.1 -0.3
C 0.56021 0.17000 0.12062 -0.1 0.7 0.4
C 1.99050 0.05045 0.16739 0.2 0.1 -0.2
O 1.08233 -0.36896 1.23959 -0.2 0.1 0.2
H -1.46614 -1.07682 0.63602 -0.2 0.1 -0.1
H -0.79685 -1.35402 -1.34230 0.6 -0.5 -0.4
H -1.72299 1.04021 1.51207 0.3 0.0 0.1
H -0.57099 1.27676 -1.28728 0.0 -0.1 0.1
H -0.03643 -1.40925 -1.22398 -0.2 -0.6 -0.5
H 2.53711 -0.75848 -0.31478 -0.3 0.1 0.0
H 2.55620 0.95007 0.39949 0.0 -0.2 0.0
```
Forces are in eV/Å.

=====

[4]
Density functional theory data (ωB97M-V with the def2-TZVPD basis set) for the molecule C4H7NO in a non-equilibrium geometry.

Its frontier orbital gap is 11.7053 eV. As for the multiplicity: 1. Its energy above the lowest of the compared OMol25 structures with the same formula, charge and spin is 153.5 kJ/mol. As for the SMILES: CC(C)OC#N. As for the total energy: -7798.054 eV. The lowest unoccupied orbital energy is 0.8 eV.

The geometry in XYZ format:
```
13
Properties=species:S:1:pos:R:3:forces:R:3
C -0.66291 -0.46041 1.37037 0.0 0.4 0.2
C -0.29221 0.00717 -0.03478 0.0 -2.1 0.7
C 0.95578 -0.72717 -0.52192 0.1 0.3 -0.4
O -0.04073 1.41264 0.03318 -0.3 1.6 -1.9
C -0.15150 1.97054 -1.17048 0.2 -0.3 0.7
N -0.24218 2.43823 -2.22763 0.1 -0.3 0.9
H 0.20255 -0.41770 2.04116 -0.1 0.0 -0.2
H -1.43315 0.18524 1.80559 0.0 -0.1 -0.1
H -1.03526 -1.48966 1.35526 0.1 0.2 -0.1
H -1.14324 -0.20181 -0.69812 0.2 0.3 0.0
H 1.19712 -0.44478 -1.55217 -0.1 -0.1 0.1
H 1.82668 -0.46031 0.08747 -0.2 -0.1 0.1
H 0.81907 -1.81200 -0.48791 -0.1 0.2 0.0
```
Forces are in eV/Å.

=====

[5]
Density functional theory data (ωB97M-V with the def2-TZVPD basis set) for the molecule C4H7NO in a non-equilibrium geometry.

Its frontier orbital gap is 10.9583 eV. As for the multiplicity: 1. Its energy above the lowest of the compared OMol25 structures with the same formula, charge and spin is 256.6 kJ/mol. As for the SMILES: [H]/N=C\C=C/CO. As for the total energy: -7796.985 eV. The lowest unoccupied orbital energy is 1.0 eV.

The geometry in XYZ format:
```
13
Properties=species:S:1:pos:R:3:forces:R:3
H 1.88615 -1.22255 -0.12442 -0.3 0.3 -0.2
N 1.23499 -1.51761 0.60494 -0.4 -0.3 0.4
C 0.00859 -1.38139 0.29717 0.5 -1.1 -0.9
C -0.52748 -0.79403 -0.96765 -0.1 -0.4 0.5
C -0.73995 0.50123 -0.92242 1.0 1.4 2.6
C -0.30337 1.26259 0.47127 -1.2 0.5 -2.3
O 1.07373 1.50110 0.55587 0.4 -0.3 0.2
H -0.74717 -1.82836 0.94265 0.1 0.2 0.4
H -0.79678 -1.46334 -1.77303 0.1 0.0 -0.2
H -1.09346 1.14811 -1.70988 -0.2 -0.2 -0.2
H -0.72636 0.86813 1.40503 0.1 -0.6 -0.4
H -0.76952 2.24387 0.36706 0.1 0.1 0.1
H 1.50064 0.68225 0.85342 -0.1 0.3 -0.1
```
Forces are in eV/Å.

=====

[6]
Density functional theory data (ωB97M-V with the def2-TZVPD basis set) for the molecule C4H7NO.

Its frontier orbital gap is 10.6964 eV. As for the multiplicity: 1. Its energy above the lowest of the compared OMol25 structures with the same formula, charge and spin is 202.2 kJ/mol. As for the SMILES: C[C@@]1(C=O)CN1. As for the total energy: -7797.549 eV. The lowest unoccupied orbital energy is 0.9 eV.

The geometry in XYZ format:
```
13
Properties=species:S:1:pos:R:3:forces:R:3
C 1.33305 -0.72792 -0.27909 0.1 0.1 0.0
C 0.02641 -0.00695 0.00155 0.1 -0.3 0.0
C -0.99835 -0.93374 0.59983 0.0 -0.3 -0.1
O -0.84124 -2.12986 0.65699 -0.2 0.5 0.1
C -0.23752 1.45039 0.27814 0.1 0.1 0.2
N -0.36476 0.92894 -1.06155 -0.4 -0.1 -0.2
H 1.07381 -1.70541 -0.70330 0.1 0.2 0.0
H 1.90018 -0.17643 -1.02908 0.0 0.1 0.2
H 1.95495 -0.92958 0.59813 -0.2 0.2 0.0
H -1.90681 -0.47285 1.04688 0.0 0.1 -0.3
H -1.17061 1.69685 0.79606 0.3 -0.2 0.0
H 0.55674 2.17018 0.46554 0.1 -0.3 -0.2
H -1.32585 0.83639 -1.37010 -0.1 0.0 0.2
```
Forces are in eV/Å.

=====

[7]
Density functional theory data (ωB97M-V with the def2-TZVPD basis set) for the molecule C4H7NO.

Its frontier orbital gap is 8.4464 eV. As for the multiplicity: 1. Its energy above the lowest of the compared OMol25 structures with the same formula, charge and spin is 455.3 kJ/mol. As for the total energy: -7794.925 eV. The lowest unoccupied orbital energy is -0.1 eV.

The geometry in XYZ format:
```
13
Properties=species:S:1:pos:R:3:forces:R:3
O -2.00208 -0.90114 0.46074 0.1 -0.2 0.2
C -1.02142 -0.18912 -0.19433 0.1 -0.1 -0.3
C -0.06417 1.36371 0.31711 0.1 0.3 -0.1
N 0.84615 1.07304 -0.62769 -0.2 0.1 0.2
C 1.45623 -0.16962 -0.22559 0.1 -0.2 0.0
C 0.18945 -0.89356 -0.48674 -0.1 0.0 0.0
H -1.57559 -1.48802 1.09911 -0.1 0.1 -0.1
H -1.52156 0.41135 -0.94665 0.1 0.0 0.1
H 0.16012 1.16713 1.37698 0.0 0.0 -0.2
H -0.69575 2.23503 0.14424 0.1 -0.1 0.0
H 1.82676 -0.20412 0.81780 -0.1 0.0 -0.1
H 2.25937 -0.47527 -0.90382 -0.1 0.0 0.1
H 0.14249 -1.92942 -0.83116 0.0 0.1 0.1
```
Forces are in eV/Å.

=====

[8]
Density functional theory data (ωB97M-V with the def2-TZVPD basis set) for a 2-piece molecular cluster, C4H7NO overall in a non-equilibrium geometry.

Its frontier orbital gap is 8.7306 eV. As for the multiplicity: 1. Its energy above the lowest of the compared OMol25 structures with the same formula, charge and spin is 491.0 kJ/mol. As for the total energy: -7794.555 eV. The lowest unoccupied orbital energy is 0.1 eV.

The geometry in XYZ format:
```
13
Properties=species:S:1:pos:R:3:forces:R:3
O 1.04546 -1.30878 -1.25294 0.6 0.8 0.7
C 1.75718 -0.40378 -0.72202 -0.5 -0.2 0.0
N 1.62024 0.06071 0.54469 -0.4 -0.8 -0.6
C -0.24026 0.62139 0.13181 -0.9 0.0 0.0
C -1.25675 0.75401 1.09701 0.5 -0.4 -0.6
C -0.81437 -0.51851 -0.54254 -0.3 0.4 0.3
H 2.41920 0.19682 -1.37558 -0.2 -0.2 0.2
H 1.20130 -0.70648 1.09079 0.2 0.3 -0.1
H -0.04653 1.49663 -0.48593 0.1 -0.2 0.2
H -1.55057 -0.08257 1.73007 0.2 0.2 -0.2
H -1.75318 1.70709 1.28254 0.2 -0.2 -0.1
H -1.30032 -0.40384 -1.51243 0.3 0.0 0.3
H -1.08140 -1.41270 0.01453 0.2 0.2 -0.1
```
Forces are in eV/Å.

=====

[9]
Density functional theory data (ωB97M-V with the def2-TZVPD basis set) for the molecule C4H7NO.

Its frontier orbital gap is 9.6602 eV. As for the multiplicity: 1. Its energy above the lowest of the compared OMol25 structures with the same formula, charge and spin is 251.8 kJ/mol. As for the total energy: -7797.035 eV. The lowest unoccupied orbital energy is 0.9 eV.

The geometry in XYZ format:
```
13
Properties=species:S:1:pos:R:3:forces:R:3
C -1.63878 -0.70312 0.11734 0.0 0.0 0.0
C -0.41553 0.07632 -0.31879 -0.2 0.0 -0.1
O 0.01476 0.92733 0.69532 0.0 0.0 0.0
C 1.43541 1.04394 0.53723 0.3 0.1 0.1
C 1.94184 -0.19366 -0.16337 -0.7 0.0 -0.1
N 0.81273 -0.71638 -0.58586 0.3 0.0 0.0
H -2.41344 0.01622 0.40666 0.1 -0.2 -0.1
H -2.03698 -1.31950 -0.69662 0.1 0.1 0.1
H -1.40923 -1.33766 0.97816 0.0 0.1 -0.1
H -0.64317 0.65175 -1.23344 0.0 -0.1 0.0
H 0.77908 -1.54976 -1.15951 0.0 0.1 0.1
H 1.88998 1.19214 1.51846 -0.1 0.0 -0.1
H 1.68332 1.91238 -0.09559 0.0 -0.1 0.1
```
Forces are in eV/Å.

=====

[10]
Density functional theory data (ωB97M-V with the def2-TZVPD basis set) for the molecule C4H7NO in a non-equilibrium geometry.

Its frontier orbital gap is 10.6405 eV. As for the multiplicity: 1. Its energy above the lowest of the compared OMol25 structures with the same formula, charge and spin is 403.5 kJ/mol. As for the SMILES: C[C@@H](O)[C@H]1C=N1. As for the total energy: -7795.462 eV. The lowest unoccupied orbital energy is 0.8 eV.

The geometry in XYZ format:
```
13
Properties=species:S:1:pos:R:3:forces:R:3
C 1.61625 -0.21215 0.62540 -0.2 0.0 -0.1
C 0.30277 0.34957 0.14104 -1.5 -0.9 1.7
O 0.34879 1.66969 -0.21568 -0.4 0.5 -0.3
C -0.57618 -0.40099 -0.84882 0.8 -0.1 0.2
C -1.79084 -0.52623 -0.11468 -1.6 -0.7 -2.1
N -1.83261 0.41642 -0.96787 -0.6 -0.6 0.5
H 2.38196 -0.23103 -0.15620 -0.2 0.1 0.0
H 1.45261 -1.23560 0.97451 0.1 0.1 0.0
H 1.99093 0.39404 1.45233 0.0 -0.1 -0.1
H -0.61592 0.19956 1.01716 2.9 0.8 -0.5
H -0.54899 1.77608 -0.62518 0.8 0.6 0.2
H -0.28181 -1.00600 -1.69662 0.2 0.1 0.0
H -2.44696 -1.19335 0.41462 -0.2 0.3 0.5
```
Forces are in eV/Å.

=====

[11]
Density functional theory data (ωB97M-V with the def2-TZVPD basis set) for the molecule C4H7NO.

Its frontier orbital gap is 10.6543 eV. As for the multiplicity: 1. Its energy above the lowest of the compared OMol25 structures with the same formula, charge and spin is 168.0 kJ/mol. As for the SMILES: C/C=N/CC=O. As for the total energy: -7797.903 eV. The lowest unoccupied orbital energy is 1.0 eV.

The geometry in XYZ format:
```
13
Properties=species:S:1:pos:R:3:forces:R:3
C 1.50938 -1.63645 0.73346 0.0 -0.1 0.0
C 0.77249 -0.36192 0.49576 0.0 -0.1 -0.3
N -0.25511 -0.36714 -0.24463 0.5 0.0 0.0
C -0.64421 0.91031 -0.79613 0.0 0.3 0.0
C -2.03819 1.31236 -0.38898 -0.1 0.3 0.1
O -2.30951 2.40784 0.03979 0.0 -0.5 -0.2
H 1.55362 -1.96424 1.77436 0.0 0.1 0.0
H 2.53514 -1.47369 0.38151 -0.1 -0.1 0.1
H 1.03899 -2.39967 0.11069 0.1 -0.1 0.2
H 1.22718 0.57828 0.85115 0.0 -0.1 -0.1
H 0.05285 1.72757 -0.56284 -0.1 0.0 0.0
H -0.63461 0.74242 -1.88213 -0.1 0.3 0.0
H -2.80803 0.52433 -0.51203 0.0 0.1 0.1
```
Forces are in eV/Å.

=====

[12]
Density functional theory data (ωB97M-V with the def2-TZVPD basis set) for C4H7NO as an isolated structure in a non-equilibrium geometry.

Its frontier orbital gap is 10.1672 eV. As for the multiplicity: 1. Its energy above the lowest of the compared OMol25 structures with the same formula, charge and spin is 232.9 kJ/mol. As for the total energy: -7797.231 eV. The lowest unoccupied orbital energy is 1.0 eV.

The geometry in XYZ format:
```
13
Properties=species:S:1:pos:R:3:forces:R:3
C 0.92007 -0.13141 1.29300 0.0 0.4 -0.2
C 0.69204 -0.12388 -0.20120 0.0 1.3 -0.4
C -0.43666 -0.95888 -0.69393 -0.1 0.5 0.0
N -1.55710 -0.03491 -0.44286 -1.3 -0.1 -0.9
C -1.20107 1.17220 -0.67225 -0.6 -0.6 0.3
O 0.05197 1.53336 -0.78042 0.5 -2.2 1.2
H 1.00030 0.90683 1.60887 0.1 0.0 0.2
H 1.86924 -0.62537 1.55006 -0.2 0.1 -0.3
H 0.11652 -0.62103 1.85945 0.1 0.2 -0.4
H 1.53992 0.07364 -0.82139 0.7 -0.5 -0.1
H -0.35328 -1.19596 -1.76744 -0.1 0.2 0.3
H -0.63746 -1.90133 -0.15636 0.5 0.5 0.0
H -2.00447 1.90673 -0.77552 0.4 0.2 0.1
```
Forces are in eV/Å.